Molecular formula: C31H32IrN2OSbSi
Method: DFT, the ωB97M-V functional and the def2-TZVPD basis

HOMO-LUMO gap (alpha / beta): 0.2541 / 0.2541 Ha
Net charge: +2

Each line ends with the natural charge from an NBO analysis.
Atoms and positions in Å:
Ir -0.0100 -1.2591 0.4476  0.89
C -2.5463 -4.0734 -1.2287  -0.22
C -1.6635 -5.0976 -1.5277  -0.09
C -0.2959 -4.8556 -1.4923  -0.20
C 0.1474 -3.6025 -1.1336  0.18
N -0.7232 -2.6293 -0.7781  -0.39
C -2.0450 -2.8432 -0.8557  0.09
C 1.5435 -3.1707 -1.0999  0.16
C 2.5493 -3.7230 -1.8670  -0.19
C 3.8135 -3.1595 -1.8129  -0.11
C 4.0260 -2.0700 -0.9852  -0.22
C 2.9640 -1.5574 -0.2635  0.07
N 1.7377 -2.0972 -0.3211  -0.45
H -3.6162 -4.2201 -1.2664  0.26
H -2.0350 -6.0763 -1.8000  0.26
H 0.4145 -5.6333 -1.7342  0.25
H -2.6816 -2.0051 -0.6206  0.24
H 2.3397 -4.5626 -2.5146  0.25
H 4.6180 -3.5617 -2.4135  0.25
H 5.0004 -1.6102 -0.8984  0.26
H 3.0870 -0.7136 0.3994  0.24
C -2.1707 4.9472 1.1004  -0.16
C -2.2528 3.7520 1.8041  -0.18
C -1.5987 2.6243 1.3325  -0.23
C -0.8672 2.7159 0.1549  -0.41
C -0.7842 3.9010 -0.5683  -0.16
C -1.4441 5.0217 -0.0797  -0.21
Sb 0.3779 1.1434 -0.4333  1.63
C 1.9896 1.4582 0.8792  -0.44
C 3.2081 2.0363 0.5350  -0.24
C 4.1638 2.2443 1.5220  -0.18
C 3.9072 1.8784 2.8376  -0.16
C 2.6915 1.3034 3.1817  -0.21
C 1.7296 1.0908 2.2031  -0.18
C 0.8594 1.5041 -2.4266  -0.33
C 2.1666 1.4345 -2.9033  -0.25
C 2.4162 1.7310 -4.2355  -0.18
C 1.3693 2.0693 -5.0826  -0.16
C 0.0635 2.1065 -4.6104  -0.19
C -0.2000 1.8182 -3.2793  -0.25
H -2.6769 5.8268 1.4749  0.24
H -2.8253 3.6997 2.7210  0.23
H -1.6569 1.6914 1.8764  0.23
H -0.2158 3.9680 -1.4872  0.22
H -1.3871 5.9532 -0.6271  0.24
H 3.4158 2.3489 -0.4797  0.23
H 5.1105 2.7002 1.2624  0.24
H 4.6562 2.0489 3.5993  0.24
H 2.4891 1.0280 4.2082  0.24
H 0.7714 0.6583 2.4874  0.21
H 2.9877 1.1601 -2.2537  0.22
H 3.4295 1.6944 -4.6133  0.24
H 1.5719 2.3005 -6.1200  0.24
H -0.7507 2.3568 -5.2774  0.24
H -1.2193 1.8575 -2.9125  0.23
C -2.4673 -0.7767 4.2246  -1.15
Si -2.8715 -1.0047 2.4379  1.88
C -4.1922 0.1648 1.8780  -1.15
C -3.4798 -2.7577 2.2265  -1.14
O -1.4754 -0.8042 1.5198  -1.17
H -3.3606 -0.9914 4.8150  0.26
H -2.1415 0.2391 4.4622  0.24
H -1.6790 -1.4684 4.5315  0.25
H -5.0440 0.1015 2.5599  0.26
H -4.5480 -0.0860 0.8751  0.24
H -3.8603 1.2031 1.8616  0.24
H -4.1585 -3.0104 3.0431  0.27
H -2.6442 -3.4642 2.2494  0.23
H -4.0272 -2.8969 1.2916  0.23



Molecular formula: C31H32N15O3Pt
Method: DFT, the ωB97M-V functional and the def2-TZVPD basis

HOMO-LUMO gap: 0.3118 Ha
Net charge: +1
ΔE to the lowest compared entry with this formula, charge and spin: 0.8 kcal per mole

Each line ends with the Löwdin charge.
Atoms and positions in Å:
Pt -0.2912 -0.5853 1.0013  1.15
C -0.8994 -4.7831 -2.5880  -0.06
N -1.2678 -3.6725 -1.7267  -0.11
C -0.5513 -2.5978 -1.4134  -0.14
N -1.0828 -2.0219 -0.3482  -0.09
C -2.1634 -2.8028 -0.0582  -0.20
N -2.2964 -3.8221 -0.8582  0.15
C 0.2822 -5.5619 -2.0539  -0.18
C 0.8086 -6.6257 -2.7824  -0.02
C 1.8439 -7.3829 -2.2572  -0.05
C 2.3764 -7.0944 -1.0046  0.00
C 1.8513 -6.0348 -0.2842  -0.12
C 0.8093 -5.2776 -0.8119  0.03
C 2.3253 -5.5789 1.0284  -0.28
N 2.4008 -6.1734 2.1656  0.13
N 2.6787 -5.1876 3.1060  0.12
C 2.7427 -4.0760 2.4575  -0.31
O 2.5487 -4.2387 1.1336  0.13
C 2.9599 -2.7283 2.9795  -0.14
C 2.8810 -2.4805 4.3445  -0.03
C 3.0569 -1.1844 4.8089  -0.06
C 3.3403 -0.1553 3.9227  -0.03
C 3.4546 -0.4101 2.5594  -0.19
C 3.9102 0.6963 1.6369  -0.08
N 3.9865 0.3362 0.2436  -0.15
C 5.0579 -0.0352 -0.4751  -0.14
N 4.7142 -0.2784 -1.7209  0.10
C 3.3936 0.0192 -1.7219  -0.24
N 2.8942 0.3398 -0.5447  0.11
C 3.2383 -1.6933 2.0895  0.03
H -0.6781 -4.3879 -3.5809  0.14
H -1.7853 -5.4097 -2.6701  0.14
H 0.3424 -2.2851 -1.9241  0.14
H -2.8298 -2.6096 0.7651  0.12
H 0.4066 -6.8713 -3.7584  0.12
H 2.2448 -8.2083 -2.8297  0.11
H 3.1867 -7.6851 -0.5992  0.12
H 0.4003 -4.4912 -0.1951  0.09
H 2.6902 -3.3006 5.0246  0.12
H 2.9932 -0.9786 5.8694  0.12
H 3.4993 0.8497 4.2973  0.12
H 4.9100 1.0143 1.9372  0.14
H 3.2508 1.5621 1.7251  0.12
H 6.0463 -0.1195 -0.0516  0.14
H 2.7747 -0.0316 -2.6040  0.10
H 3.3053 -1.9058 1.0304  0.12
C -0.4451 -5.2081 3.9804  0.03
N -0.4110 -3.7403 3.9569  -0.01
C -0.4252 -3.0116 5.0886  -0.02
C -0.3526 -1.6584 5.0691  0.03
C -0.2711 -1.0613 3.7993  -0.36
O -0.1280 0.2397 3.7174  0.02
N -0.3336 -1.7577 2.6687  0.04
C -0.3199 -3.1472 2.6976  -0.47
O -0.2487 -3.8309 1.7029  0.07
H -0.6057 -5.5281 5.0059  0.10
H 0.4960 -5.6032 3.6072  0.07
H -1.2562 -5.5590 3.3478  0.11
H -0.4845 -3.5726 6.0110  0.15
H -0.3359 -1.0601 5.9639  0.13
C 2.7791 3.4718 -3.0311  -0.06
C 1.7957 4.2967 -2.2100  -0.40
C 2.2397 4.4062 -0.7545  -0.07
C 0.3657 3.7688 -2.3312  -0.09
N 0.1889 2.4157 -1.7933  -0.06
C 0.0125 2.0269 -0.5379  -0.12
N -0.1115 0.7175 -0.5496  -0.16
N 0.0180 0.3145 -1.8319  0.01
N 0.2041 1.3274 -2.5796  0.10
H 3.7635 3.9397 -3.0212  0.09
H 2.4609 3.3811 -4.0706  0.09
H 2.8812 2.4695 -2.6175  0.04
H 1.7479 5.3043 -2.6339  0.14
H 2.3418 3.4169 -0.2986  0.06
H 1.5379 4.9893 -0.1543  0.08
H 3.2130 4.8927 -0.6938  0.09
H 0.0532 3.7163 -3.3722  0.13
H -0.3320 4.4084 -1.7908  0.13
H -0.0149 2.6450 0.3446  0.11
N 0.5478 1.9396 2.3390  0.09
C 0.1530 0.7507 2.3802  -0.46
H 0.6121 2.3624 3.2651  0.08



| no. | largest force on an atom (eV/Å) |
| --- | --- |
| 1 | 1.22 |
| 2 | 0.64 |